ORCA calculation (ωB97M-V with the def2-TZVPD basis set) on a 7-piece molecular cluster, C34H51BN8O2 overall at a distorted geometry.

CARTESIAN COORDINATES (ANGSTROEM)
C 3.761 0.343 1.633
C 3.020 -0.038 0.314
C 3.447 0.776 -0.945
C 3.646 2.315 -0.735
C 2.370 3.185 -0.943
C 1.197 2.903 0.086
B -0.190 2.992 -0.694
N -0.460 4.231 -1.465
N -1.261 1.923 -0.711
C -1.718 1.540 0.601
C -1.276 0.229 1.299
O -2.522 2.250 1.183
C -0.899 0.789 -1.546
C -1.983 0.236 -2.506
O 0.177 0.237 -1.514
H 4.862 0.379 1.481
H 3.459 -0.366 2.430
H 3.450 1.384 1.887
H 3.266 -1.109 0.105
H 1.919 -0.018 0.468
H 4.402 0.366 -1.347
H 2.705 0.664 -1.770
H 4.371 2.646 -1.520
H 4.112 2.591 0.233
H 2.687 4.244 -0.797
H 1.971 3.140 -1.981
H 1.336 1.990 0.696
H 1.199 3.757 0.806
H -0.039 4.190 -2.396
H -1.477 4.270 -1.566
H -2.149 -0.458 1.280
H -0.968 0.485 2.331
H -0.410 -0.258 0.805
H -1.783 -0.839 -2.695
H -2.999 0.284 -2.055
H -1.963 0.758 -3.488
N 2.556 -1.477 5.351
C 3.211 -2.455 6.050
C 2.595 -3.652 5.782
C 1.531 -3.386 4.883
C 1.533 -2.038 4.634
H 2.790 -0.500 5.363
H 4.055 -2.215 6.677
H 2.878 -4.611 6.185
H 0.841 -4.102 4.465
H 0.897 -1.430 4.011
N -7.360 1.483 -2.913
C -6.689 1.982 -1.829
C -5.845 1.004 -1.370
C -6.010 -0.126 -2.213
C -6.950 0.201 -3.157
H -8.049 1.982 -3.448
H -6.870 2.985 -1.479
H -5.182 1.091 -0.524
H -5.497 -1.072 -2.136
H -7.361 -0.366 -3.977
N -9.086 -4.029 -3.332
C -8.080 -3.160 -3.656
C -7.694 -3.423 -4.946
C -8.504 -4.488 -5.420
C -9.353 -4.839 -4.403
H -9.556 -4.066 -2.445
H -7.725 -2.434 -2.943
H -6.918 -2.907 -5.489
H -8.467 -4.946 -6.395
H -10.122 -5.593 -4.348
N 4.649 -0.824 -5.564
C 5.904 -0.279 -5.505
C 5.789 0.990 -5.000
C 4.413 1.218 -4.740
C 3.735 0.081 -5.095
H 4.433 -1.746 -5.899
H 6.766 -0.840 -5.828
H 6.603 1.678 -4.835
H 3.970 2.115 -4.337
H 2.686 -0.162 -5.056
N -2.367 5.119 1.612
C -1.183 5.801 1.664
C -1.421 7.025 2.237
C -2.804 7.083 2.546
C -3.359 5.892 2.150
H -2.502 4.186 1.236
H -0.276 5.361 1.290
H -0.684 7.793 2.414
H -3.332 7.904 3.006
H -4.373 5.530 2.205
N 6.027 -4.982 5.723
C 5.997 -5.978 4.786
C 6.886 -6.948 5.171
C 7.472 -6.523 6.392
C 6.920 -5.309 6.708
H 5.477 -4.140 5.693
H 5.348 -5.909 3.928
H 7.092 -7.862 4.637
H 8.213 -7.049 6.972
H 7.087 -4.650 7.545

## Properties
**Maximum force**: 1.93 eV/Å
**SMILES string**: CCCCCCB(N)N(C(C)=O)C(C)=O.c1cc[nH]c1.c1cc[nH]c1.c1cc[nH]c1.c1cc[nH]c1.c1cc[nH]c1.c1cc[nH]c1
**Total charge**: 0
**DFT total energy**: -52776.84036 eV
**LUMO energy**: 0.35 eV

Löwdin atomic charge list, values in e, 2 entries:
1. C -0.113
2. C -0.262

ORCA calculation (ωB97M-V with the def2-TZVPD basis set) on C34H51Br2N11OTi as an isolated structure.

CARTESIAN COORDINATES (ANGSTROEM)
Ti -0.444 -0.045 -0.429
Br 2.739 0.165 2.110
C 1.991 1.909 2.273
Br 0.364 2.153 1.186
H 2.699 2.650 1.918
H 1.681 2.088 3.295
C 0.970 -3.293 1.954
N 0.180 -2.466 2.866
C -0.017 -3.065 4.198
C -0.421 -1.359 2.468
N -0.680 -1.210 1.088
C -1.681 -2.054 0.540
C -2.710 -2.632 1.305
C -3.683 -3.384 0.693
C -3.704 -3.523 -0.705
C -2.744 -2.915 -1.476
C -1.697 -2.206 -0.862
N -0.673 -1.553 -1.588
C -0.232 -2.064 -2.806
N 0.083 -3.347 -2.902
C 0.423 -4.168 -1.739
C -0.020 -4.104 -4.162
N -0.130 -1.230 -3.836
C -0.999 -0.063 -3.989
C 0.844 -1.413 -4.920
N -0.809 -0.412 3.312
C -2.003 0.410 3.091
C -0.162 -0.190 4.614
H 0.369 -4.117 1.565
H 1.809 -3.707 2.510
H 1.356 -2.686 1.140
H -0.170 -4.133 4.053
H -0.902 -2.653 4.674
H 0.854 -2.922 4.835
H -2.718 -2.511 2.382
H -4.445 -3.867 1.290
H -4.483 -4.110 -1.174
H -2.766 -3.009 -2.555
H 0.679 -3.538 -0.893
H 1.280 -4.788 -1.996
H -0.411 -4.819 -1.473
H -0.629 -3.565 -4.880
H -0.508 -5.051 -3.934
H 0.961 -4.314 -4.585
H -1.831 -0.111 -3.293
H -1.397 -0.062 -5.004
H -0.435 0.860 -3.842
H 0.374 -1.777 -5.833
H 1.629 -2.095 -4.608
H 1.288 -0.439 -5.127
H -2.397 0.260 2.091
H -1.757 1.460 3.234
H -2.766 0.132 3.820
H 0.837 -0.615 4.615
H -0.746 -0.600 5.437
H -0.093 0.888 4.762
C -1.356 3.627 -1.956
N -2.678 3.036 -1.777
C -3.804 3.871 -2.257
C -5.014 3.013 -2.541
C -5.301 2.149 -1.335
N -4.089 1.391 -0.949
C -4.342 0.112 -0.298
C -2.879 1.861 -1.201
O -1.816 1.134 -0.864
H -0.970 3.424 -2.957
H -0.664 3.270 -1.202
H -1.449 4.705 -1.838
H -3.460 4.377 -3.159
H -4.015 4.632 -1.503
H -4.843 2.389 -3.421
H -5.873 3.648 -2.753
H -6.077 1.416 -1.551
H -5.628 2.743 -0.478
H -4.634 -0.642 -1.030
H -5.160 0.244 0.409
H -3.470 -0.233 0.246
C 3.423 -0.737 -2.157
C 2.297 -0.774 -1.367
N 1.420 0.250 -1.322
C 1.695 1.362 -2.035
C 2.830 1.499 -2.817
C 3.689 0.404 -2.900
C 3.081 2.768 -3.548
C 3.582 3.870 -2.994
C 4.016 4.015 -1.590
C 4.239 5.270 -1.044
C 4.599 5.320 0.297
N 4.783 4.216 1.017
C 4.627 3.065 0.375
N 4.212 2.898 -0.874
H 4.099 -1.582 -2.172
H 2.066 -1.640 -0.759
H 0.999 2.186 -1.953
H 4.581 0.463 -3.511
H 2.862 2.769 -4.610
H 3.716 4.743 -3.622
H 4.131 6.173 -1.628
H 4.751 6.265 0.804
H 4.857 2.163 0.934

## Properties
**Maximum force**: 0.36 eV/Å
**Total charge**: +4
**DFT total energy**: -217691.24504 eV
**LUMO energy**: -12.08 eV

Löwdin atomic charge list, values in e, 2 entries:
1. Ti 1.004
2. Br 0.758

ORCA calculation (ωB97M-V with the def2-TZVPD basis set) on C34H51BrCaO8 as an isolated structure at a distorted geometry.

CARTESIAN COORDINATES (ANGSTROEM)
Ca 0.675 -1.418 -0.412
C 3.239 0.406 1.584
C 4.323 -0.562 1.935
O 3.931 -1.934 1.664
C 2.774 -2.318 2.344
C 2.388 -3.672 1.797
O 1.700 -3.515 0.585
C 1.337 -4.697 -0.116
C 0.432 -4.191 -1.218
O 1.116 -3.155 -1.870
C 2.191 -3.427 -2.779
C 3.384 -2.658 -2.379
O 3.018 -1.333 -2.019
C 4.119 -0.620 -1.492
C 3.605 0.591 -0.773
O 2.754 0.116 0.269
H 3.594 1.444 1.520
H 2.432 0.322 2.248
H 4.693 -0.411 2.997
H 5.176 -0.393 1.294
H 1.927 -1.649 2.129
H 2.929 -2.313 3.436
H 1.775 -4.306 2.493
H 3.334 -4.216 1.693
H 0.834 -5.457 0.539
H 2.170 -5.262 -0.548
H -0.431 -3.714 -0.779
H 0.095 -4.937 -1.953
H 1.771 -3.067 -3.694
H 2.439 -4.484 -2.857
H 4.140 -2.616 -3.148
H 3.894 -3.072 -1.504
H 4.804 -0.300 -2.265
H 4.728 -1.230 -0.782
H 2.967 1.159 -1.464
H 4.457 1.174 -0.414
C -2.677 4.211 -5.603
C -1.386 4.467 -4.825
C -1.513 5.896 -4.268
C -0.278 4.475 -5.861
C -1.165 3.419 -3.762
C -0.994 2.092 -4.138
C -0.808 1.170 -3.173
Br -0.556 -0.648 -3.640
C -0.613 1.500 -1.801
O -0.237 0.555 -1.008
C -0.904 2.818 -1.367
C -1.145 3.772 -2.381
C -1.003 3.073 0.149
C -2.118 2.177 0.650
C -1.353 4.517 0.445
C 0.242 2.796 0.954
H -2.912 4.929 -6.324
H -3.529 4.169 -4.897
H -2.616 3.250 -6.112
H -1.792 6.634 -5.047
H -0.561 6.131 -3.807
H -2.315 6.022 -3.534
H -0.475 5.129 -6.696
H -0.259 3.463 -6.296
H 0.703 4.728 -5.445
H -1.056 1.789 -5.148
H -1.134 4.802 -2.126
H -3.055 2.382 0.157
H -2.309 2.391 1.734
H -1.897 1.157 0.564
H -2.202 4.862 -0.168
H -0.529 5.165 0.130
H -1.567 4.727 1.486
H 0.598 1.814 0.773
H -0.027 2.887 2.014
H 1.025 3.441 0.618
C -4.537 -2.744 6.357
C -3.517 -2.503 5.315
C -2.819 -1.283 5.210
C -2.066 -0.961 4.110
C -1.425 0.417 3.958
C -1.814 -1.924 3.103
C -2.358 -3.231 3.296
C -2.002 -4.476 2.473
C -3.197 -3.480 4.380
C -0.903 -1.672 1.890
O -1.033 -2.372 0.837
O 0.044 -0.805 1.890
H -4.227 -2.462 7.363
H -4.939 -3.774 6.390
H -5.421 -2.138 6.113
H -3.085 -0.524 5.948
H -1.863 1.164 4.642
H -1.600 0.801 2.961
H -0.330 0.375 4.120
H -0.921 -4.418 2.242
H -2.551 -4.589 1.507
H -2.157 -5.345 3.062
H -3.574 -4.505 4.532

## Properties
**Maximum force**: 2.57 eV/Å
**Total charge**: 0
**DFT total energy**: -140949.28590 eV
**LUMO energy**: 0.23 eV

Löwdin atomic charge list, values in e, 2 entries:
1. Ca 1.481
2. C -0.171

ORCA calculation (ωB97M-V with the def2-TZVPD basis set) on C34H51ErN6OP as an isolated structure at a distorted geometry.

CARTESIAN COORDINATES (ANGSTROEM)
Er -0.414 -0.620 0.206
N 0.638 -4.500 4.062
N -1.053 -2.060 -1.681
C 0.731 1.854 -0.377
C 1.666 0.825 0.021
C 1.670 0.776 1.481
C 2.453 -0.095 2.289
H 3.326 -0.511 1.777
H 1.647 -1.567 2.942
H 2.649 0.313 3.283
C 0.802 1.827 1.932
C 0.688 2.368 3.301
H 0.677 3.468 3.244
H 1.539 2.141 3.961
H -0.236 2.050 3.812
C 0.221 2.442 0.824
C -0.627 3.651 0.962
H -1.692 3.376 1.013
H -0.499 4.390 0.159
H -0.407 4.187 1.897
C 2.789 0.290 -0.802
H 3.740 0.833 -0.610
H 2.570 0.387 -1.876
H 2.974 -0.769 -0.568
C 0.812 2.583 -1.677
H -0.157 3.044 -1.907
H 1.059 1.899 -2.500
H 1.567 3.402 -1.707
C -0.361 -5.304 4.461
H -0.339 -5.663 5.497
C -1.413 -5.689 3.578
H -2.151 -6.398 3.899
C -1.389 -5.155 2.272
H -2.038 -5.594 1.461
C -0.486 -4.112 1.999
H -0.427 -3.685 0.983
C 0.516 -3.687 2.960
C 1.223 -2.480 2.641
H 0.991 -2.194 1.470
C -1.499 -0.983 -2.325
C -0.163 -2.736 -2.503
H 0.576 -3.377 -2.088
C -0.295 -2.273 -3.752
H 0.008 -2.805 -4.638
N -1.103 -1.122 -3.638
C -1.177 -0.007 -4.470
C -0.058 0.338 -5.225
C -0.076 1.582 -5.866
H 0.763 1.825 -6.527
C -1.122 2.486 -5.678
C -1.232 3.660 -6.558
H -1.776 4.479 -6.089
H -1.762 3.383 -7.477
H -0.238 4.002 -6.848
C -2.062 2.228 -4.671
H -2.785 2.996 -4.376
C -2.121 0.969 -4.063
C -3.120 0.734 -2.967
H -3.093 -0.310 -2.547
H -4.144 0.942 -3.301
H -2.935 1.404 -2.116
C 1.202 -0.488 -5.230
H 1.059 -1.552 -5.471
H 1.759 -0.407 -4.274
H 1.855 -0.090 -6.021
C -4.445 -3.067 2.499
N -3.968 -1.801 1.932
C -4.739 -1.290 0.794
P -2.963 -0.740 2.677
O -1.916 -0.273 1.663
N -3.902 0.536 3.159
C -3.315 1.828 3.513
C -5.133 0.270 3.918
N -2.241 -1.499 3.948
C -3.013 -2.105 5.036
C -0.872 -1.188 4.356
H -5.140 -2.913 3.345
H -3.613 -3.719 2.804
H -5.023 -3.590 1.726
H -5.222 -0.329 1.020
H -4.097 -1.165 -0.088
H -5.513 -2.024 0.547
H -2.556 2.128 2.782
H -4.132 2.563 3.507
H -2.888 1.823 4.532
H -5.703 1.207 3.921
H -5.735 -0.506 3.427
H -4.931 -0.021 4.964
H -3.977 -2.483 4.697
H -3.203 -1.391 5.851
H -2.444 -2.963 5.422
H -0.738 -0.163 4.741
H -0.541 -1.942 5.087
H -0.201 -1.331 3.503

## Properties
**Maximum force**: 5.64 eV/Å
**Total charge**: -1
**Multiplicity**: 4
**⟨S²⟩**: 3.758
**DFT total energy**: -83979.59904 eV
**LUMO energy (alpha / beta)**: 2.16 / 2.16 eV

Löwdin atomic charge list, values in e, 2 entries:
1. Er 1.454
2. N 0.038

Look up the total charge of the second one. +4